Below is one molecule with the formula C20H35N3O4, with properties calculated with ωB97M-V with the def2-TZVPD basis set.

Each line ends with the natural charge from an NBO analysis.
Geometry (Å):
C -0.738 0.329 -7.165  -0.64
C -0.286 1.571 -6.410  -0.07
O -0.024 1.286 -5.037  -0.53
C 1.189 0.750 -4.770  0.90
O 2.036 0.538 -5.605  -0.66
N 1.361 0.521 -3.445  -0.46
C 0.320 0.622 -2.451  -0.21
C -0.039 -0.775 -1.923  -0.25
N 1.154 -1.418 -1.421  -0.43
C 1.465 -1.738 -0.146  0.69
O 2.561 -2.176 0.154  -0.64
C 0.382 -1.514 0.925  -0.15
C 0.669 -2.379 2.161  -0.39
C -0.585 -2.987 2.797  -0.21
C -0.178 -3.940 3.919  -0.60
C -1.527 -1.912 3.333  -0.62
N 0.378 -0.100 1.254  -0.62
C -0.670 0.721 1.051  0.70
O -1.694 0.326 0.518  -0.66
C -0.487 2.186 1.444  -0.31
C 0.588 2.481 2.492  -0.41
C 0.215 1.892 3.851  -0.40
C -1.122 2.461 4.316  -0.40
C -2.208 2.172 3.284  -0.40
C -1.833 2.747 1.921  -0.39
C 2.176 -1.547 -2.445  -0.24
C 2.550 -0.163 -2.983  -0.23
H -1.609 -0.110 -6.683  0.21
H 0.066 -0.403 -7.183  0.22
H -0.994 0.596 -8.186  0.22
H 0.619 1.981 -6.868  0.20
H -1.072 2.329 -6.392  0.19
H 0.688 1.237 -1.621  0.19
H -0.557 1.097 -2.886  0.24
H -0.433 -1.378 -2.749  0.19
H -0.810 -0.677 -1.162  0.25
H -0.606 -1.760 0.528  0.24
H 1.344 -3.182 1.861  0.24
H 1.200 -1.780 2.905  0.20
H -1.115 -3.562 2.029  0.19
H -1.057 -4.405 4.360  0.21
H 0.353 -3.402 4.701  0.20
H 0.473 -4.724 3.540  0.21
H -1.870 -1.259 2.536  0.22
H -1.026 -1.312 4.091  0.20
H -2.401 -2.372 3.789  0.21
H 1.217 0.241 1.694  0.41
H -0.218 2.695 0.508  0.23
H 1.572 2.129 2.170  0.20
H 0.663 3.567 2.592  0.21
H 0.135 0.806 3.778  0.20
H 0.995 2.125 4.580  0.21
H -1.397 2.024 5.278  0.21
H -1.028 3.541 4.454  0.19
H -2.347 1.094 3.192  0.20
H -3.155 2.603 3.613  0.21
H -2.601 2.490 1.191  0.24
H -1.766 3.835 1.985  0.20
H 1.786 -2.166 -3.259  0.20
H 3.044 -2.033 -1.999  0.25
H 3.012 0.429 -2.186  0.19
H 3.241 -0.248 -3.822  0.25

SMILES: CCOC(=O)N1CCN(C(=O)[C@@H](CC(C)C)NC(=O)C2CCCCC2)CC1
Net charge: 0
Highest occupied orbital energy (eV): -8.9
Relative energy (zero: lowest compared OMol25 entry of this formula, charge and spin) (kJ/mol): 60.8
Kohn-Sham gap (Eh): 0.350

---

Below is C20H36BCdN3O4 as an isolated structure in a non-equilibrium geometry, with properties calculated with ωB97M-V with the def2-TZVPD basis set.

Each line ends with the natural charge from an NBO analysis.
Geometry (Å):
Cd -0.669 -0.131 0.606  1.35
N 0.788 -2.346 -0.565  -0.88
C -0.072 -2.707 -1.675  -0.23
C -0.219 -1.497 -2.540  -0.23
N -0.950 -0.404 -1.871  -0.71
C -2.413 -0.296 -2.219  -0.23
C -3.383 -0.787 -1.130  -0.22
N -3.071 -0.210 0.146  -0.90
H 1.735 -2.088 -0.844  0.37
H 0.787 -2.884 0.285  0.40
H -1.029 -3.038 -1.275  0.19
H 0.298 -3.533 -2.328  0.17
H -0.654 -1.755 -3.508  0.18
H 0.793 -1.094 -2.749  0.20
H -0.489 0.440 -2.201  0.42
H -2.575 -0.809 -3.161  0.19
H -2.630 0.765 -2.362  0.21
H -3.385 -1.877 -1.035  0.19
H -4.414 -0.505 -1.476  0.18
H -3.534 -0.587 0.933  0.39
H -3.102 0.808 0.156  0.41
C 1.845 -0.117 5.564  -0.62
C 0.749 -0.834 4.755  0.23
C -0.536 -0.967 5.554  -0.63
O 0.397 -0.016 3.619  -0.74
B 0.099 -0.822 2.556  0.44
O 0.362 -2.146 2.834  -0.77
C 1.182 -2.146 4.070  0.25
C 0.831 -3.424 4.798  -0.63
C 2.632 -2.168 3.622  -0.64
H 1.493 0.828 5.951  0.22
H 2.698 0.061 4.959  0.22
H 2.190 -0.723 6.403  0.21
H -0.821 0.074 5.745  0.23
H -0.358 -1.457 6.504  0.21
H -1.340 -1.448 4.986  0.22
H -0.230 -3.489 4.981  0.22
H 1.367 -3.557 5.726  0.21
H 1.143 -4.216 4.120  0.22
H 2.831 -1.254 3.094  0.22
H 2.744 -3.013 2.923  0.22
H 3.328 -2.266 4.443  0.21
C 0.697 1.742 -6.081  -0.63
C 0.508 2.096 -4.640  -0.02
C -0.718 2.673 -4.226  -0.24
C -0.906 3.012 -2.891  -0.01
C -2.156 3.784 -2.426  -0.64
C 0.062 2.704 -1.934  -0.09
C 1.270 2.130 -2.334  -0.02
C 2.407 1.907 -1.311  -0.64
C 1.482 1.845 -3.691  -0.25
C -0.228 2.929 -0.450  0.77
O 0.245 3.855 0.140  -0.63
O -0.985 1.977 0.005  -0.94
H 0.312 2.552 -6.722  0.22
H 0.183 0.833 -6.325  0.21
H 1.740 1.609 -6.378  0.21
H -1.481 2.916 -4.953  0.21
H -2.678 4.242 -3.292  0.21
H -1.865 4.590 -1.759  0.24
H -2.823 3.116 -1.875  0.21
H 2.826 2.875 -1.055  0.24
H 3.185 1.262 -1.786  0.20
H 2.045 1.481 -0.382  0.22
H 2.460 1.503 -4.027  0.21

Net charge: 0
Highest occupied orbital energy (eV): -8.1
Relative energy (zero: lowest compared OMol25 entry of this formula, charge and spin) (kJ/mol): 40.3
Kohn-Sham gap (Eh): 0.315

---

Below is a 2-piece molecular cluster, C20H36Br2N3O5S2 overall in a non-equilibrium geometry, with properties calculated with ωB97M-V with the def2-TZVPD basis set.

Each line ends with the natural charge from an NBO analysis.
Geometry (Å):
C 3.894 0.781 -0.053  -0.62
C 2.414 0.670 -0.389  -0.23
N 1.904 -0.716 -0.400  -0.43
C 1.387 -1.112 -1.736  -0.24
C 2.505 -1.110 -2.774  -0.62
C 1.254 -1.107 0.723  -0.02
S 1.617 -0.537 2.233  -0.20
S -0.048 -2.329 0.540  0.19
C -1.457 -1.297 1.063  -0.51
C -2.186 -0.799 -0.183  -0.44
C -2.969 0.488 0.068  -0.20
N -3.279 1.167 -1.172  -0.65
C -2.234 2.036 -1.720  0.15
C -1.120 1.245 -2.572  0.76
O -1.440 0.122 -2.977  -0.75
O -0.075 1.906 -2.784  -0.77
C -3.012 2.924 -2.733  -0.25
Br -2.015 4.501 -3.306  -0.01
C -3.473 2.067 -3.916  -0.21
C -2.665 2.124 -5.195  -0.65
Br -5.350 2.590 -4.358  -0.10
N -1.562 2.881 -0.719  -0.51
C -0.337 2.368 -0.099  -0.40
C -2.337 3.756 0.027  0.72
C -1.597 4.973 0.543  -0.71
O -3.536 3.641 0.178  -0.63
H 4.104 0.330 0.917  0.22
H 4.194 1.830 -0.016  0.21
H 4.498 0.265 -0.804  0.20
H 1.822 1.262 0.310  0.22
H 2.244 1.082 -1.384  0.23
H 0.977 -2.111 -1.676  0.22
H 0.602 -0.412 -2.047  0.25
H 2.858 -0.108 -3.013  0.21
H 2.134 -1.579 -3.686  0.22
H 3.350 -1.706 -2.419  0.20
H -2.062 -1.904 1.736  0.22
H -1.043 -0.462 1.630  0.24
H -2.880 -1.562 -0.540  0.21
H -1.440 -0.636 -0.954  0.25
H -2.422 1.134 0.770  0.16
H -3.904 0.239 0.578  0.19
H -4.151 1.668 -1.107  0.38
H -3.866 3.361 -2.226  0.25
H -3.564 1.043 -3.568  0.28
H -2.949 1.285 -5.829  0.22
H -1.602 2.044 -4.960  0.25
H -2.854 3.049 -5.740  0.21
H -0.243 2.756 0.917  0.19
H -0.381 1.280 -0.021  0.20
H 0.547 2.642 -0.672  0.23
H -0.708 4.713 1.114  0.22
H -2.276 5.572 1.146  0.22
H -1.280 5.546 -0.331  0.24
O 5.197 -4.167 3.652  -0.58
C 4.031 -4.140 3.936  0.80
O 3.694 -4.256 5.245  -0.51
C 2.356 -4.045 5.709  -0.07
C 1.504 -5.292 5.599  -0.64
C 2.938 -4.053 2.901  -0.75
H 1.902 -3.196 5.199  0.19
H 2.477 -3.763 6.754  0.19
H 1.376 -5.600 4.562  0.21
H 0.517 -5.110 6.025  0.22
H 1.972 -6.115 6.140  0.21
H 2.726 -5.059 2.539  0.24
H 3.301 -3.452 2.072  0.26
H 2.015 -3.602 3.254  0.24

Net charge: -1
Highest occupied orbital energy (eV): -5.5
Kohn-Sham gap (Eh): 0.286